# 1
This record from OMol25 describes a single C2H5N3O molecule. The level of theory is ωB97M-V/def2-TZVPD.

As for the energy: -318.679498 a.u. For the HOMO energy, the calculation gives -8.6620 eV. As for the LUMO energy: 0.0225 hartree. The structure (SMILES) is N/N=C\NC=O. The HOMO-LUMO gap comes out at 9.27 eV. The net charge is 0. The energy relative to the best compared isomer or geometry (same formula, charge and spin) comes out at 44.5 kcal per mole.

Each line ends with the natural charge from an NBO analysis.
Positions of all 11 atoms, in Å:
O1 1.41406 0.40570 -1.03455  -0.60
N1 -0.14123 -1.21022 -0.34611  -0.64
N2 -0.07025 1.38048 1.07843  -0.64
N3 -1.19840 0.61380 0.91373  -0.24
C1 1.03803 -0.72780 -0.82557  0.53
C2 -1.19766 -0.51504 0.28213  0.14
H1 -0.41425 2.31999 1.19157  0.36
H2 -0.22714 -2.18664 -0.62375  0.41
H3 0.58605 1.30551 0.32910  0.38
H4 1.67622 -1.57135 -1.17557  0.11
H5 -2.10642 -1.14447 0.29318  0.19

***

# 2
This record from OMol25 describes a molecular structure, C13H23BeN2OS3. The level of theory is ωB97M-V/def2-TZVPD.

As for the energy: -1903.154229 a.u. The expectation value of S² is 0.772. For the HOMO energy (spin up / spin down), the calculation gives -3.6785 / -6.5796 eV. As for the LUMO energy (spin up / spin down): 0.0033 / 0.0032 hartree. The HOMO-LUMO gap (spin up / spin down) comes out at 3.77 / 6.67 eV. The net charge is 0. As for the spin multiplicity: 2.

Each line ends with the Mulliken spin population.
Positions of all 43 atoms, in Å:
S1 -0.68618 2.32854 -0.53446  -0.01
S2 -0.63797 -2.41034 -0.63284  0.00
S3 -1.56356 -0.08962 1.47043  0.02
O1 1.17950 0.00422 0.66668  -0.03
N1 1.05166 0.02813 2.04844  0.29
N2 0.15827 -0.02241 -2.19974  0.00
C1 -0.38454 0.00543 3.96281  -0.08
C2 -3.58731 -0.10982 -0.32155  0.01
C3 0.56464 3.29694 0.33650  0.01
C4 0.48852 -3.43742 0.33341  0.00
C5 -0.24394 -0.06211 2.55511  0.19
C6 0.83957 1.23946 -2.58090  0.00
C7 2.01541 0.20676 4.18151  -0.26
C8 -0.06634 2.41113 -2.23457  0.00
C9 -3.26956 -0.13482 -1.63125  0.00
C10 0.74306 0.05379 4.77941  0.39
C11 2.11131 0.42397 2.82589  0.40
C12 0.96393 -1.21441 -2.55813  0.00
C13 0.14627 -2.46518 -2.26655  0.00
Be1 -0.16981 -0.06588 -0.20192  0.03
H1 2.91452 0.14948 4.78688  -0.01
H2 1.08184 1.25997 -3.65868  0.00
H3 1.87767 -1.18817 -1.95137  0.00
H4 -0.71179 -0.06844 -2.75087  0.00
H5 1.78349 1.28829 -2.02452  0.00
H6 0.61466 0.09323 5.87551  0.05
H7 0.41885 -4.47134 -0.03519  0.00
H8 -3.27696 0.77834 -2.21930  0.00
H9 0.13989 -3.40669 1.37345  0.00
H10 -3.78830 -1.03450 0.22506  0.00
H11 -0.96576 2.39657 -2.86891  0.00
H12 1.26491 -1.20027 -3.62053  0.00
H13 -3.19307 -1.07939 -2.16229  0.00
H14 1.52472 -3.07891 0.28280  0.00
H15 -1.41946 0.00882 4.33934  -0.01
H16 0.51964 4.33069 -0.03670  0.00
H17 3.01451 0.77480 2.31617  0.01
H18 0.44861 3.37021 -2.35766  0.00
H19 -3.84347 0.82878 0.17535  0.00
H20 -0.68812 -2.54617 -2.98051  0.00
H21 0.29498 3.29196 1.40077  0.00
H22 1.57609 2.88759 0.21673  -0.01
H23 0.75963 -3.37122 -2.32379  0.00

***

# 3
This record from OMol25 describes a molecular structure, C38H35N3P2S3Ti. The level of theory is ωB97M-V/def2-TZVPD.

As for the energy: -4360.137679 a.u. The expectation value of S² is 2.007. For the HOMO energy (spin up / spin down), the calculation gives -6.1055 / -6.4112 eV. As for the LUMO energy (spin up / spin down): 0.0061 / 0.0062 hartree. The HOMO-LUMO gap (spin up / spin down) comes out at 6.27 / 6.58 eV. The net charge is 0. As for the spin multiplicity: 3. The energy relative to the best compared isomer or geometry (same formula, charge and spin) comes out at 0.0 kcal per mole.

Each line ends with the Mulliken spin population.
Positions of all 82 atoms, in Å:
Ti1 0.37543 -1.84287 -0.07186  1.86
S1 -0.71381 -3.60444 -1.36199  -0.01
S2 0.13898 -3.35639 1.83857  -0.01
S3 2.93977 -1.98916 -0.54354  0.01
P1 -1.12610 0.13985 -2.07249  -0.02
P2 -1.67283 -0.29492 0.77089  -0.05
N1 3.23537 -2.92471 1.91096  0.01
N2 -0.60855 0.46504 -0.40160  0.00
N3 4.23296 -0.91669 1.56366  0.00
C1 -3.56414 -5.70232 0.56799  0.00
C2 6.12119 2.18548 1.00239  0.00
C3 -4.28312 0.38470 0.29771  0.00
C4 -3.20403 -5.60662 1.90732  0.00
C5 0.62426 -1.51160 -3.41137  -0.01
C6 -3.10745 0.82695 0.90378  0.04
C7 -1.41962 0.06459 3.52718  0.01
C8 2.93196 -1.10232 -3.93859  0.00
C9 -2.52507 2.54361 -2.16408  0.00
C10 2.82432 0.17172 -3.38981  0.00
C11 -2.92008 3.76137 -2.69103  0.00
C12 -0.71326 0.06944 4.72145  0.00
C13 -3.06057 2.10638 1.45838  0.00
C14 -2.07757 -4.88512 2.25925  0.00
C15 -5.39309 1.21549 0.22959  0.00
C16 -1.64899 -4.34533 -0.05812  0.00
C17 -4.16866 2.93585 1.38583  0.00
C18 -1.28610 3.53275 -4.42935  0.00
C19 1.35180 -0.02169 3.50517  0.01
C20 -5.33213 2.49263 0.76737  0.00
C21 0.50536 -0.24833 -2.83090  0.03
C22 5.28249 2.90471 0.16394  0.00
C23 1.62549 0.59575 -2.84842  0.00
C24 -2.29855 4.26197 -3.82734  0.00
C25 4.55799 0.35107 1.01966  0.00
C26 3.45885 -1.91268 1.07323  0.02
C27 -1.47843 1.81556 -2.73836  0.01
C28 1.83042 -1.93865 -3.95815  0.00
C29 -1.28758 -4.25226 1.29617  0.01
C30 -0.87698 2.31948 -3.89030  0.00
C31 4.07912 2.34012 -0.23457  0.00
C32 0.64520 -0.04630 2.31399  0.08
C33 -2.79375 -5.07606 -0.39474  0.01
C34 -0.74897 0.01925 2.30889  -0.03
C35 0.67233 0.03274 4.71342  0.00
C36 5.76292 0.91664 1.42490  0.00
C37 -0.05872 1.80102 -0.10307  0.04
C38 3.70753 1.07428 0.18980  0.01
H1 4.68712 -1.11325 2.44346  0.00
H2 0.33672 1.84391 0.90855  0.00
H3 -2.15896 2.45132 1.94914  0.00
H4 -1.25016 0.10141 5.66047  0.00
H5 -1.78635 -4.79849 3.29904  0.00
H6 1.55826 1.60696 -2.47130  0.00
H7 2.77323 0.64705 -0.14237  0.00
H8 -6.19475 3.14418 0.71173  0.00
H9 1.20855 -0.05076 1.37897  -0.01
H10 3.41218 2.89512 -0.88328  0.00
H11 2.43421 -0.03387 3.48609  0.00
H12 1.89927 -2.93029 -4.38526  0.00
H13 0.74996 2.03532 -0.78898  -0.01
H14 -4.31522 -0.61122 -0.12955  0.00
H15 -4.12805 3.93004 1.81233  0.00
H16 -3.06620 -5.14100 -1.44098  0.00
H17 -0.80899 3.90690 -5.32623  0.00
H18 3.68172 0.83301 -3.38261  0.00
H19 -6.30185 0.86793 -0.24398  0.00
H20 -3.03679 2.15250 -1.29371  0.00
H21 3.87658 -1.43604 -4.34810  0.00
H22 -2.61193 5.20907 -4.24703  0.00
H23 -4.44341 -6.26272 0.27505  0.00
H24 2.51275 -3.58825 1.63825  0.00
H25 -2.50279 0.08344 3.54235  0.00
H26 7.06269 2.60983 1.32496  0.00
H27 -0.09155 1.76211 -4.38170  0.00
H28 3.33760 -2.78967 2.90559  0.00
H29 -3.79773 -6.09049 2.67294  0.00
H30 6.42754 0.35386 2.07100  0.00
H31 1.22080 0.04781 5.64621  0.00
H32 -0.82120 2.57464 -0.20191  0.00
H33 5.56162 3.89400 -0.17208  0.00
H34 -0.23645 -2.16718 -3.42901  0.01
H35 -3.72403 4.31283 -2.21987  0.00

***

Repeat the first record exactly.
This record from OMol25 describes a single C2H5N3O molecule. The level of theory is ωB97M-V/def2-TZVPD.

As for the energy: -318.679498 a.u. For the HOMO energy, the calculation gives -8.6620 eV. As for the LUMO energy: 0.0225 hartree. The structure (SMILES) is N/N=C\NC=O. The HOMO-LUMO gap comes out at 9.27 eV. The net charge is 0. The energy relative to the best compared isomer or geometry (same formula, charge and spin) comes out at 44.5 kcal per mole.

Each line ends with the natural charge from an NBO analysis.
Positions of all 11 atoms, in Å:
O1 1.41406 0.40570 -1.03455  -0.60
N1 -0.14123 -1.21022 -0.34611  -0.64
N2 -0.07025 1.38048 1.07843  -0.64
N3 -1.19840 0.61380 0.91373  -0.24
C1 1.03803 -0.72780 -0.82557  0.53
C2 -1.19766 -0.51504 0.28213  0.14
H1 -0.41425 2.31999 1.19157  0.36
H2 -0.22714 -2.18664 -0.62375  0.41
H3 0.58605 1.30551 0.32910  0.38
H4 1.67622 -1.57135 -1.17557  0.11
H5 -2.10642 -1.14447 0.29318  0.19

***

- net charge of number 2 (C13H23BeN2OS3)?
  0

***

- Which formula does entry 3 have?
  C38H35N3P2S3Ti

***

- Look up the energy of the third one.
  -4360.137679 a.u.